189
Properties=species:S:1:pos:R:3:forces:R:3 method="wB97M-V/def2-TZVPD" lumo_ev=0.65 molar_mass_g_mol=881.65 smiles=CCN(CC)CC.CCN(CC)CC.CCN(CC)CC.CCN(CC)CC.CCN(CC)CC.CCN(CC)CC.CCN(CC)CC.CCN(CC)CC.C1CCOC1 homo_ev=-8.15 relative_energy_kj_mol=0.00 e_tot_ha=-2571.15195 homo_lumo_gap_ev=8.8
C -2.822945 -6.694679 1.558345 -0.1678 0.4240 0.0791
C -1.693200 -6.369330 2.546993 0.5749 -0.2785 -0.7351
N -0.649395 -7.409381 2.677546 -0.7247 0.0509 -0.1238
C -0.102516 -7.811304 1.383601 1.0371 -0.9997 0.2921
C 0.570476 -6.688941 0.633869 -0.1866 1.5844 1.0025
C -1.120803 -8.605303 3.396451 -0.4870 0.8590 0.0339
C -1.739910 -8.236313 4.746640 0.4485 -0.7425 0.2825
H -3.547226 -5.874901 1.574675 -0.0997 -0.1214 0.1192
H -3.344819 -7.625042 1.781584 -0.0231 0.0102 0.1357
H -2.492792 -6.752224 0.520525 0.2605 -0.0807 0.0509
H -1.159288 -5.482749 2.197314 -0.2002 0.1374 0.0185
H -2.087933 -6.104122 3.522069 -0.0253 -0.1646 0.1194
H 0.645581 -8.562753 1.669518 0.1304 0.0774 -0.2771
H -0.778417 -8.376302 0.723515 -0.4280 0.2443 0.1378
H -0.163106 -5.900284 0.429677 -0.0672 -0.2784 -0.6922
H 1.212097 -6.133763 1.330997 0.3092 -0.4007 -0.0153
H 1.159492 -6.916558 -0.248577 -0.2489 -0.3676 -0.0868
H -0.269280 -9.263873 3.562036 0.0534 -0.0202 -0.1330
H -1.864878 -9.128900 2.779882 0.0484 -0.3057 0.0778
H -1.720849 -9.111842 5.402875 -0.0685 -0.0442 -0.1153
H -2.780427 -7.925009 4.700479 0.0445 0.2651 -0.1320
H -1.113502 -7.498072 5.248026 -0.1746 0.2266 -0.0789
C -1.568623 -3.243918 -1.177430 -0.5141 0.3281 -0.1052
C -0.660103 -2.675661 -0.087966 0.0393 -0.5513 -0.6398
N 0.341479 -1.720357 -0.592241 -0.4915 -0.6865 0.1148
C -0.356865 -0.481287 -0.884092 0.3074 1.4687 0.2952
C 0.359387 0.458685 -1.831193 0.1586 0.6276 -0.8341
C 1.354085 -1.567551 0.453768 -0.0038 0.9793 0.3155
C 2.246216 -2.793703 0.657979 -0.6839 0.2228 -0.8159
H -2.046563 -4.179632 -0.876595 0.1642 -0.0093 0.2139
H -1.006843 -3.447246 -2.089858 0.0509 0.0858 0.0159
H -2.401328 -2.572610 -1.410220 0.1310 0.0537 -0.1913
H -1.248647 -2.174470 0.694273 -0.0281 -0.3342 0.2532
H -0.153105 -3.560980 0.300886 0.2000 0.3525 0.4392
H -1.378114 -0.646393 -1.220733 0.1236 -0.3852 -0.2800
H -0.479582 0.147491 0.020171 -0.1366 -0.4107 0.3115
H 0.521436 0.072704 -2.841840 0.2944 -0.4276 0.2484
H -0.190210 1.383614 -2.037580 -0.3950 -0.1794 0.4013
H 1.291628 0.841217 -1.407174 0.1993 -0.4051 -0.0913
H 0.858329 -1.287508 1.398974 -0.0686 -0.2056 0.0408
H 1.970602 -0.685050 0.254272 -0.0269 -0.0895 -0.4024
H 1.990256 -3.275698 1.597907 0.4865 -0.1427 0.0606
H 3.288060 -2.503104 0.539864 0.1280 -0.2303 0.4883
H 2.024697 -3.478487 -0.165569 0.1144 -0.1759 0.1372
C 4.964454 2.570799 0.200910 0.0404 -0.1458 0.6311
C 6.056751 1.787784 0.966323 -0.2113 -0.6962 -0.7661
N 5.613332 1.138011 2.206734 -0.3130 0.1967 -0.3717
C 4.773137 -0.033433 1.943569 0.0092 -0.2278 0.1170
C 4.400864 -0.755196 3.215447 -0.6189 0.5997 0.7047
C 4.963080 2.118695 3.062523 0.3963 0.6406 0.9991
C 5.982803 3.143928 3.624314 0.1284 -0.0718 -0.2991
H 5.241323 2.641570 -0.849468 -0.1003 0.1956 -0.0161
H 4.726396 3.549597 0.620609 0.3794 0.1668 -0.1428
H 4.022391 2.024965 0.294053 0.0302 -0.1470 -0.3311
H 6.367606 0.993977 0.278099 -0.0160 -0.1527 0.1891
H 6.981860 2.342889 1.120510 -0.2360 0.3801 0.2134
H 3.827671 0.197602 1.426918 0.0647 0.1957 -0.1727
H 5.306844 -0.753298 1.317120 0.2321 0.3401 -0.1809
H 3.707864 -0.130842 3.788333 -0.0418 -0.1561 0.0239
H 3.845555 -1.669156 3.007352 0.3351 -0.1990 0.0037
H 5.257154 -0.892026 3.876813 0.0842 -0.3946 -0.2156
H 4.504453 1.649721 3.930155 0.0713 -0.2928 -0.1455
H 4.137760 2.668604 2.594547 -0.0460 -0.1373 -0.3478
H 5.698414 4.178476 3.428202 -0.1505 -0.0153 0.0947
H 6.963775 3.013669 3.166653 -0.0401 -0.1029 -0.0231
H 6.133718 3.018336 4.695568 -0.1064 0.0324 0.0253
C 0.515959 1.123453 7.300297 -0.4994 -0.0581 0.3191
C -0.204749 1.797295 6.143097 0.1500 0.3832 -0.0562
N 0.762693 2.372643 5.204113 0.0669 0.0027 0.1636
C 1.046108 3.789232 5.501997 -0.0525 -0.7021 -0.4225
C 2.390793 4.175174 4.914614 0.0649 1.2752 -0.1915
C 0.311868 2.232570 3.807833 0.9737 0.3318 0.7389
C 0.524266 0.829213 3.306476 -1.7057 -0.9250 -0.1570
H -0.214515 0.859395 8.072024 0.1209 -0.1545 -0.0052
H 1.240726 1.788177 7.771789 -0.0175 0.1478 -0.1293
H 1.055658 0.228855 6.993337 -0.0699 -0.0166 -0.1313
H -0.887962 1.130397 5.614016 0.3158 -0.3708 0.0235
H -0.899327 2.566588 6.521463 0.2134 0.1733 0.0887
H 0.174206 4.340804 5.120871 0.2835 0.6155 -0.0712
H 1.109892 4.007279 6.569228 -0.2288 -0.5320 0.1319
H 3.155784 3.464535 5.217737 -0.0359 -0.1365 -0.1388
H 2.396485 4.337116 3.833966 -0.0613 -0.5448 -0.0597
H 2.702519 5.162820 5.275360 -0.0678 -0.1040 0.2636
H 0.934355 2.880040 3.183953 -0.2053 0.2164 0.1316
H -0.723832 2.588642 3.773728 -0.1167 -0.2104 -0.4858
H -0.182952 0.144578 3.796041 0.3248 -0.0202 0.3253
H 1.524342 0.427795 3.442831 0.1428 0.2978 -0.0810
H 0.175244 0.709742 2.274545 0.5059 0.3184 -0.1520
C -6.628279 0.283547 -7.215862 -0.0240 0.2017 0.2498
C -5.583395 -0.572548 -6.518886 -0.1121 -0.3532 0.1746
N -5.541875 -0.386615 -5.066422 -0.0281 0.0263 -1.0848
C -4.209903 -0.548682 -4.518492 0.1523 -0.6335 0.9701
C -3.625888 -1.972608 -4.497946 0.1302 -0.1174 -0.2970
C -6.567189 -1.145796 -4.362417 0.1380 0.1827 0.3959
C -6.946908 -0.437064 -3.036337 -0.0441 -0.7283 -0.6185
H -7.631181 0.091414 -6.828263 -0.0130 -0.3438 -0.2401
H -6.561599 0.071137 -8.283071 -0.3514 0.1024 -0.0483
H -6.502182 1.355228 -7.048346 0.4265 -0.0569 -0.0498
H -5.785103 -1.626104 -6.770359 -0.0348 -0.0486 -0.0013
H -4.595033 -0.386868 -6.944745 0.0172 0.2578 0.1277
H -3.492293 0.085511 -5.038017 -0.2370 0.2557 -0.0735
H -4.254772 -0.218976 -3.473078 0.1087 0.2015 -0.0743
H -4.215058 -2.679499 -3.912722 -0.1006 0.0537 -0.0482
H -3.516292 -2.368872 -5.511126 -0.1125 -0.0479 0.0215
H -2.624158 -1.983311 -4.061810 -0.0168 0.2014 0.0331
H -6.259644 -2.186015 -4.177337 0.2562 0.0817 0.2199
H -7.453024 -1.318818 -4.975520 0.0742 0.6439 -0.2657
H -6.493875 0.547201 -2.949366 0.1142 0.0128 -0.1761
H -6.592405 -1.058152 -2.217530 -0.3963 0.1695 0.2992
H -8.028212 -0.306590 -3.031757 0.0013 -0.0636 0.4664
C 5.993777 -2.741848 -5.075795 -0.6414 -0.3362 -0.1049
C 4.732023 -1.990313 -4.645043 -0.3010 0.0667 -0.0378
N 4.309977 -2.418562 -3.316744 -1.1868 -0.3369 0.5244
C 3.633573 -3.717674 -3.310383 0.6116 -0.8247 -0.8629
C 2.378017 -3.852549 -4.196588 0.1930 0.7367 0.2965
C 3.509989 -1.438960 -2.582684 0.8459 0.5035 0.7305
C 4.481272 -0.375834 -2.056441 -0.5374 1.0054 -0.5186
H 6.580468 -2.119296 -5.747398 0.2694 -0.1919 0.0502
H 5.737069 -3.679900 -5.576169 -0.0228 0.1672 -0.2723
H 6.536929 -3.077788 -4.193811 0.2997 0.5038 0.0352
H 4.876356 -0.908533 -4.666783 0.3749 -0.0696 0.4193
H 3.921388 -2.092579 -5.382291 0.0720 -0.2964 -0.0746
H 4.335636 -4.452301 -3.726763 0.1242 0.0862 0.0274
H 3.509647 -4.081281 -2.290544 -0.3526 0.4434 0.1611
H 1.658806 -3.040193 -4.059371 0.0315 -0.0141 0.2313
H 2.723732 -3.769088 -5.226595 -0.3132 -0.3641 -0.1385
H 1.849219 -4.786657 -4.020005 0.1436 -0.1336 -0.1282
H 3.063733 -1.883210 -1.692065 0.0741 -0.4887 -0.1753
H 2.631384 -1.036153 -3.103445 0.3049 0.2363 -0.4020
H 5.059549 0.063674 -2.873376 0.2319 -0.2686 0.0204
H 5.164040 -0.770817 -1.307817 -0.0195 -0.1666 -0.0398
H 3.976481 0.508667 -1.653785 -0.2120 -0.2869 0.3064
C 2.997700 2.704985 -3.434309 0.4477 0.3263 -0.3667
C 3.024005 4.104429 -2.824132 0.0945 0.0211 -0.4021
N 1.707077 4.726003 -2.813337 0.0829 -0.3508 0.4648
C 1.580191 5.839145 -1.889442 -0.2284 0.1945 0.0097
C 1.986596 5.540966 -0.458466 0.5809 0.5125 0.8911
C 1.221619 5.033415 -4.135261 -1.0506 0.1796 -0.4250
C -0.294639 5.290867 -4.185833 0.1602 -0.8471 -0.2812
H 2.161643 2.108648 -3.076845 0.0695 -0.0468 0.1047
H 3.953035 2.213247 -3.245618 -0.1194 -0.1465 0.2221
H 2.952319 2.773515 -4.523564 -0.2445 -0.0761 0.0202
H 3.433825 4.073455 -1.816092 -0.2360 -0.0798 0.0974
H 3.746251 4.696361 -3.413679 0.0087 0.1681 0.0503
H 2.069056 6.744097 -2.289380 0.2555 0.0043 0.1717
H 0.526927 6.115741 -1.799110 -0.0308 -0.1519 -0.3382
H 1.669755 4.554593 -0.121776 -0.1888 0.0238 -0.0936
H 3.037633 5.646603 -0.167382 0.1766 -0.2459 -0.6949
H 1.547855 6.302333 0.195143 -0.4091 -0.1945 -0.0645
H 1.386746 4.185365 -4.798932 0.2686 -0.0161 0.0979
H 1.701595 5.908086 -4.607344 0.3679 0.0093 0.2285
H -0.584304 5.491265 -5.219818 0.0734 0.5475 0.0993
H -0.612569 6.069234 -3.499576 -0.1623 0.1391 -0.2117
H -0.844291 4.367863 -3.976856 0.1131 0.0639 0.4615
C -4.765242 3.811285 2.824685 0.2398 0.1986 -0.5096
C -3.285734 3.504965 2.636419 0.3037 -0.6481 0.1952
N -2.632535 4.114943 1.479391 -1.1047 -0.2747 0.4833
C -2.663601 5.573164 1.475802 0.4227 0.1659 -0.4126
C -1.764638 6.285636 2.497425 -0.5426 -0.8685 0.5417
C -1.332728 3.555849 1.210593 1.0803 -0.5226 -0.8504
C -1.048498 3.505152 -0.290570 -0.1677 1.6796 -0.6369
H -5.344230 3.415445 1.987975 0.0197 0.1796 -0.0968
H -4.906283 4.891333 2.883225 -0.3121 -0.0931 0.1333
H -5.158479 3.338954 3.722651 0.1633 0.0720 0.1504
H -2.749752 3.723010 3.574465 -0.0186 0.0983 0.0553
H -3.182612 2.425946 2.487107 0.0156 -0.0070 0.1322
H -2.392246 5.882522 0.462611 -0.0047 0.1556 0.0485
H -3.686138 5.918098 1.625320 -0.0373 -0.1776 -0.0671
H -1.962037 5.847418 3.483773 0.0104 0.1033 0.0122
H -0.706097 6.109572 2.317587 0.0525 0.4707 -0.1757
H -2.051122 7.331658 2.578485 0.3968 0.1491 -0.2044
H -1.181476 2.514437 1.506259 -0.8028 0.0484 0.6080
H -0.549731 4.093186 1.761509 0.1573 0.0596 -0.2451
H -1.176927 4.517214 -0.701574 -0.0302 -0.0333 -0.0122
H -1.780025 2.915525 -0.843703 0.0452 -0.3308 0.2714
H -0.035258 3.263633 -0.612585 0.0080 -0.4402 0.3996
C -5.121271 -2.250058 0.759879 -1.2851 0.5907 -0.6053
C -4.960820 -0.927744 0.003898 0.3348 0.3229 -1.1698
C -3.818020 -0.246367 0.721509 0.1672 -0.2905 0.8393
O -3.850498 -0.776535 2.069838 0.0130 0.1757 -0.1840
C -4.872277 -1.761977 2.170090 0.4359 -0.6656 0.6291
H -4.468195 -3.025593 0.360731 0.4788 0.1805 0.3682
H -6.131017 -2.627894 0.577524 -0.0310 -0.0368 0.3777
H -5.818898 -0.252228 -0.017189 -0.3341 -0.4258 0.4908
H -4.754476 -1.079264 -1.060128 0.2674 -0.0821 0.0916
H -3.913499 0.837693 0.799021 0.0264 0.0265 -0.2222
H -2.849026 -0.508643 0.296751 0.0118 0.1145 -0.0445
H -5.771052 -1.353640 2.647341 -0.0914 0.1813 -0.3279
H -4.515702 -2.532662 2.860556 0.0970 -0.0354 -0.1629